Entry 1:
DFT (wB97M-V/def2-TZVPD) results for a 13-piece molecular cluster, C36H58F6N4O34S3 overall.

```
141
Properties=species:S:1:pos:R:3:forces:R:3:mulliken_charge:R:1
C -3.446599 -2.943337 0.356390 0.63 0.35 -0.82 0.662
C -3.921943 -4.340351 0.680404 -0.49 0.23 0.79 0.216
O -5.070154 -4.701649 0.476878 0.12 0.01 -0.37 -0.718
N -2.995617 -5.134217 1.254499 0.09 -0.18 0.54 0.209
C -3.175704 -6.540215 1.563683 0.19 -0.20 -1.18 -1.095
H -4.140086 -2.138962 0.586913 -0.28 -0.35 0.32 0.527
H -3.300355 -2.893448 -0.729580 -0.05 -0.07 -0.02 -0.473
H -2.471957 -2.682527 0.771240 -0.06 -0.18 0.25 -0.287
H -2.088171 -4.770179 1.513807 -0.41 0.24 -0.23 0.121
H -4.152666 -6.933120 1.293112 -0.23 0.54 0.07 0.368
H -2.986139 -6.778289 2.608333 0.21 0.07 -0.02 0.301
H -2.488282 -7.035286 0.867045 0.13 -0.54 0.60 0.325
C 3.393153 3.392373 -0.496491 -0.03 -0.08 -0.30 -0.625
C 4.584153 2.503325 -0.221171 -0.28 1.25 0.36 0.476
O 4.927007 2.259107 0.928223 0.14 -0.72 -0.16 -0.637
N 5.302937 2.189089 -1.317097 0.62 -1.01 0.41 -0.049
C 6.569052 1.484308 -1.227537 0.37 -0.46 -0.63 -0.835
H 3.695113 4.163048 -1.207973 -0.09 0.09 0.05 0.567
H 3.091353 3.852854 0.439469 -0.04 -0.03 -0.03 0.078
H 2.549838 2.851443 -0.932155 -0.02 -0.05 0.15 -0.032
H 4.970061 2.409049 -2.237905 -0.19 0.19 0.05 0.236
H 7.309108 2.058271 -1.786098 0.21 -0.05 0.25 0.414
H 6.551761 0.480042 -1.664515 -0.34 0.11 -0.20 0.195
H 6.896019 1.290138 -0.210653 -0.23 0.60 0.16 0.204
C 1.464379 1.068430 1.609907 -0.85 -0.37 0.21 0.626
C 0.586975 0.905155 0.389597 0.71 0.32 -0.20 0.335
O 0.425119 1.840578 -0.398181 -0.03 0.10 0.04 -0.719
N 0.001767 -0.278156 0.185751 -0.31 -0.04 -0.54 1.185
C -0.806556 -0.563918 -0.993126 0.14 -0.94 -0.05 -0.386
H 2.328045 0.406704 1.660394 -0.03 -0.08 -0.22 -0.341
H 0.786607 0.788231 2.421644 0.39 0.17 0.38 -0.407
H 1.780219 2.101297 1.710977 -0.01 -0.01 0.00 -0.148
H 0.073456 -1.033431 0.843744 0.23 0.20 0.26 -0.341
H -0.746186 -1.644457 -1.116755 -0.32 0.02 0.08 0.089
H -0.384579 -0.187742 -1.919442 0.02 0.55 0.24 -0.261
H -1.854919 -0.287449 -0.884476 0.04 0.22 0.10 0.039
C -2.884820 3.374109 -0.666375 -0.08 0.24 0.91 0.361
C -2.060737 4.182921 -1.611332 0.66 1.68 -0.34 0.240
O -2.355901 5.353125 -1.857619 -0.29 -0.43 -0.34 -0.745
N -0.964503 3.584558 -2.146083 -0.31 -0.22 0.46 1.011
C -0.124340 4.159091 -3.167922 0.60 0.68 0.32 -1.012
H -3.181272 2.445008 -1.149151 -0.03 -0.21 0.46 -0.245
H -3.720063 3.966258 -0.293363 -0.32 -0.03 -0.69 0.476
H -2.358494 3.246449 0.286847 0.40 -0.72 -0.35 -0.428
H -0.497889 2.936065 -1.523356 -0.24 -0.63 -0.27 0.011
H 0.916910 4.020518 -2.866939 0.01 -0.32 -0.17 0.153
H -0.214178 5.243986 -3.239471 -0.49 -0.05 -0.01 0.416
H -0.283602 3.693174 -4.137302 -0.02 0.00 -0.02 0.213
C -2.355478 -5.049315 -3.023868 0.42 1.40 0.28 -0.184
C -1.122792 -4.219003 -3.416458 -1.11 -0.44 -0.91 0.165
O -0.079068 -5.022000 -2.939198 0.30 0.62 -0.33 -0.321
C -0.540451 -5.759852 -1.913440 -0.16 -0.71 0.43 0.583
O 0.165937 -6.437345 -1.231436 -0.21 0.27 0.19 -0.572
O -1.882064 -5.654796 -1.808717 0.05 -0.54 -0.51 -0.274
F -1.075378 -2.998938 -2.824885 -0.01 -0.16 0.25 -0.001
H -2.590235 -5.729976 -3.842674 0.14 -0.51 0.39 0.364
H -3.230027 -4.435492 -2.825843 0.05 0.00 0.20 -0.019
H -1.082222 -4.087069 -4.497675 0.52 0.10 0.13 0.354
C 1.734779 -3.800886 -0.055607 0.12 -0.35 -0.10 -0.481
C 2.496074 -3.497582 1.212953 -0.36 -0.81 -1.15 0.112
O 1.612223 -3.964590 2.199012 0.37 0.11 0.38 -0.413
C 0.355478 -3.853077 1.703257 -0.18 0.21 -0.04 0.404
O -0.630198 -3.909780 2.370406 0.19 -0.02 0.26 -0.844
O 0.376712 -3.629875 0.386689 -0.06 0.31 -0.20 0.124
F 2.605048 -2.150368 1.326936 0.14 0.23 0.38 -0.124
H 1.792003 -4.840242 -0.379928 0.41 0.04 -0.05 0.518
H 2.055119 -3.121737 -0.842270 -0.62 0.09 -0.14 -0.225
H 3.460861 -3.997298 1.209357 0.11 0.22 0.69 0.525
C -5.214551 -0.793411 -1.850003 -0.79 0.72 -1.39 0.236
C -4.862609 -1.385039 -3.230037 0.91 -1.38 0.89 0.428
O -5.697243 -2.515695 -3.332549 0.32 0.97 -0.77 -0.405
C -6.337957 -2.723249 -2.161727 -1.12 -2.36 0.20 0.515
O -7.070017 -3.647987 -1.969776 0.39 0.81 -0.31 -0.535
O -6.016627 -1.814870 -1.270397 0.56 1.37 1.06 -0.342
F -3.563648 -1.880145 -3.120273 -0.07 0.17 -0.26 -0.170
H -5.817741 0.108371 -1.991951 -0.15 -0.07 0.17 0.392
H -4.347236 -0.501631 -1.265580 0.10 -0.53 0.14 -0.284
H -4.884004 -0.819618 -4.155435 -0.23 0.30 0.23 0.172
C 5.271402 -0.007718 3.614897 1.05 0.02 -0.54 -0.420
C 6.736895 0.106293 3.134539 0.13 0.02 0.56 0.424
O 6.785946 -0.515205 1.868478 -0.67 1.05 -0.58 -0.410
C 5.503996 -0.841767 1.482698 1.03 -1.29 1.63 0.445
O 5.185488 -1.338704 0.452109 0.23 0.52 -0.48 -0.441
O 4.743242 -0.809562 2.575765 -1.82 0.00 -0.21 -0.071
F 7.533891 -0.641180 3.968848 0.05 -0.04 0.01 -0.339
H 4.680554 0.898581 3.711386 0.28 0.22 -0.20 0.222
H 5.276541 -0.529377 4.568965 -0.18 -0.24 -0.11 0.321
H 7.168011 1.104036 3.115653 -0.08 0.02 -0.27 0.270
C -1.589164 2.300410 4.034121 -0.14 -0.26 1.56 -0.227
C -2.849880 3.103843 3.727184 0.37 0.40 -0.24 0.308
O -3.487754 2.349525 2.734642 -0.35 -0.20 0.13 -0.295
C -2.786591 1.204198 2.463581 -0.33 -0.29 0.19 0.189
O -3.161909 0.302957 1.787918 -0.10 0.47 -0.32 -0.474
O -1.642494 1.204124 3.140180 0.90 0.14 -0.39 0.063
F -2.567140 4.345456 3.202680 0.26 -0.14 -0.21 -0.243
H -1.620746 1.853604 5.032786 -0.36 0.16 0.05 0.303
H -0.659078 2.867066 4.053729 -0.06 0.05 -0.87 0.145
H -3.494621 3.323397 4.576200 -0.16 -0.39 -0.07 0.217
C 0.830671 -1.761516 6.476801 -1.06 0.11 -0.13 -0.563
C 0.339027 -1.726717 5.023537 0.83 0.54 0.59 0.594
O 1.341618 -0.901462 4.447174 -0.28 -0.34 -0.93 -0.009
C 1.854357 -0.083043 5.388738 0.44 0.37 0.73 0.377
O 2.568117 0.854418 5.219367 -0.23 -0.26 -0.55 -0.479
O 1.469523 -0.496319 6.607935 0.03 -0.22 0.18 -0.384
F -0.836446 -1.034858 4.936938 -0.17 -0.09 0.13 -0.272
H 1.536734 -2.559173 6.696337 -0.04 -0.10 -0.13 0.303
H -0.030985 -1.782910 7.141403 0.16 -0.13 0.14 0.356
H 0.214791 -2.667157 4.495094 0.27 0.03 -0.12 0.084
C -3.811927 2.821203 -5.707285 -0.54 -0.73 -0.16 -0.471
C -4.105168 2.484457 -4.246714 0.33 0.03 -0.31 -0.097
O -3.389889 1.276222 -3.968424 0.50 -0.54 -0.61 -0.100
S -2.171545 1.004687 -5.014883 -0.07 0.13 0.86 1.161
O -2.331289 -0.300206 -5.573449 -0.44 0.98 -0.10 -0.645
O -0.933338 1.326955 -4.397689 -0.10 -0.06 -0.16 -0.442
O -2.547790 2.222541 -5.989591 0.42 -0.39 -0.15 -0.359
H -3.786550 3.884050 -5.925227 0.31 0.02 0.12 0.324
H -4.568188 2.353444 -6.341474 0.10 0.03 -0.13 0.291
H -5.156273 2.217344 -4.171947 -0.05 0.48 0.54 0.332
H -3.725047 3.262898 -3.586108 -0.43 0.01 0.19 -0.009
C 3.094817 -0.544708 -1.767983 -0.86 -0.35 -0.14 1.176
C 4.156959 -1.179051 -2.654857 0.85 -0.17 -0.47 -0.358
O 3.429599 -2.079598 -3.490215 -0.78 -0.66 -1.32 -0.457
S 2.123069 -1.258281 -4.016941 0.60 -0.04 1.97 0.989
O 1.046459 -2.082126 -4.460470 1.11 0.30 0.53 -0.461
O 2.607052 -0.185014 -4.819624 -0.33 -0.02 0.19 -0.610
O 1.850874 -0.796454 -2.460840 -0.84 0.33 -1.77 0.310
H 3.181862 0.529454 -1.635915 0.26 -0.07 0.19 -0.365
H 2.930123 -1.090058 -0.842574 0.54 0.37 0.26 -0.748
H 4.911978 -1.782665 -2.156359 -0.24 0.09 0.35 0.283
H 4.686319 -0.484109 -3.313536 -0.19 0.24 0.24 0.427
C -0.315869 6.072119 1.819418 0.51 -0.98 0.66 -0.421
C 0.343197 4.649483 1.853925 -0.07 0.66 -2.22 0.565
O 0.769834 4.393233 3.163828 0.74 0.59 1.24 -0.070
S 1.017477 5.864682 3.908942 -0.56 -0.67 -1.45 1.005
O 2.183730 6.500014 3.367210 -0.79 -0.57 0.28 -0.569
O 0.833305 5.737712 5.310423 -0.14 -0.13 -0.65 -0.552
O -0.304533 6.429828 3.203720 0.50 1.16 1.07 -0.410
H -1.359526 6.114283 1.531224 0.08 -0.08 -0.27 0.260
H 0.348329 6.705045 1.235508 -0.38 0.41 0.05 0.476
H 1.180911 4.706236 1.152389 0.26 -0.17 0.36 -0.159
H -0.284958 3.875710 1.410132 -0.19 -0.24 0.80 -0.256
```
Forces are in eV/Å.

Output
- DFT total energy (eV) = -162659.3614
- highest occupied orbital energy (eV) = -8.811
- largest force on an atom (eV/A) = 2.62

---

Entry 2:
DFT (wB97M-V/def2-TZVPD) results for C36H59AuGeNO2 as an isolated structure.

```
100
Properties=species:S:1:pos:R:3:forces:R:3:mulliken_charge:R:1
Au -0.041495 1.139790 -2.709905 0.04 -0.05 0.28 0.395
C 0.365816 3.065130 4.850717 0.02 -0.01 0.01 -1.967
C -0.610787 2.174090 4.072792 -0.02 0.06 -0.01 1.741
C -0.371027 0.718633 4.491994 0.02 -0.03 0.01 -1.487
C -2.051197 2.574905 4.438616 0.01 0.01 -0.03 -1.582
C -0.437967 2.335154 2.562016 -0.01 0.11 0.03 -0.800
C -0.854955 1.380825 1.696254 -0.01 0.04 -0.06 0.226
C -0.689226 1.543042 0.286455 0.04 -0.05 -0.10 -0.684
N -1.019332 0.655661 -0.631401 0.03 -0.06 0.16 -0.507
C -1.701869 -0.482000 -0.683427 0.01 0.06 -0.16 -0.376
C -2.635089 -0.924058 0.296335 0.07 0.01 -0.02 -0.412
C -3.310539 -2.091215 0.145323 -0.03 -0.10 -0.03 -1.408
C -3.027256 -2.874387 -1.018846 -0.03 0.03 0.05 0.514
C -2.182328 -2.515654 -2.036580 0.00 -0.04 -0.03 -0.791
C -1.509254 -1.256490 -1.923590 0.04 0.13 0.12 1.120
O -0.715610 -0.879775 -2.874483 -0.08 0.17 -0.10 -1.388
C -1.949420 -3.420247 -3.254011 0.05 0.00 0.02 2.206
C -0.460802 -3.810973 -3.333469 -0.04 0.00 0.00 -1.539
C -2.761088 -4.715509 -3.150182 0.00 0.00 -0.01 -2.313
C -2.376794 -2.706848 -4.548275 -0.05 -0.01 0.03 -1.628
C -4.350882 -2.524341 1.181684 -0.02 0.00 -0.04 1.963
C -3.714776 -2.520494 2.580014 0.02 0.01 0.02 -1.513
C -4.892378 -3.927997 0.899587 0.01 -0.02 0.01 -2.245
C -5.526511 -1.532758 1.154758 0.01 0.00 -0.02 -1.556
C 0.033100 2.724023 -0.239794 -0.09 -0.06 -0.12 1.504
O 0.392179 2.833801 -1.465612 -0.08 -0.05 -0.04 -1.185
C 0.351247 3.781641 0.684481 0.08 0.05 0.01 0.132
C 0.116713 3.542407 2.007840 -0.05 0.00 0.05 0.001
C 0.981952 5.090595 0.189327 -0.01 -0.04 -0.03 1.949
C 0.119702 5.708170 -0.926031 -0.04 0.01 0.00 -1.687
C 1.087472 6.125134 1.314703 -0.01 -0.04 0.04 -2.191
C 2.402254 4.820458 -0.336748 -0.02 0.00 -0.02 -1.498
H 0.293112 2.833415 5.914489 0.01 0.02 -0.03 0.472
H 0.137461 4.127471 4.739033 0.02 -0.06 0.01 0.388
H 1.401671 2.896352 4.540764 -0.06 0.01 0.02 0.405
H -0.433740 0.636490 5.579291 -0.01 0.00 -0.06 0.446
H 0.621257 0.378924 4.181754 -0.06 0.01 0.03 0.284
H -1.115986 0.036599 4.074551 0.05 0.04 0.03 0.234
H -2.202676 2.501033 5.519181 0.02 0.00 -0.07 0.456
H -2.775415 1.921135 3.943736 0.05 0.05 0.03 0.259
H -2.259490 3.604301 4.134624 0.00 -0.05 0.02 0.344
H -1.273842 0.452426 2.053584 0.04 0.03 0.00 0.695
H -2.841631 -0.272192 1.134334 -0.02 -0.05 -0.06 1.294
H -3.537289 -3.821512 -1.108514 0.01 0.04 0.01 0.629
H -0.142274 -4.301142 -2.409137 -0.01 0.01 -0.04 0.308
H 0.173374 -2.942418 -3.507783 -0.02 -0.03 0.01 0.288
H -0.309028 -4.513928 -4.156931 -0.02 0.04 0.05 0.523
H -2.483307 -5.306777 -2.272944 -0.02 0.03 -0.05 0.423
H -2.561988 -5.324853 -4.033550 -0.01 0.02 0.04 0.438
H -3.837386 -4.523068 -3.120442 0.07 -0.02 0.00 0.465
H -1.786985 -1.811870 -4.734661 -0.01 -0.03 0.01 0.288
H -3.432349 -2.425647 -4.500352 0.05 -0.02 -0.01 0.373
H -2.249127 -3.384775 -5.395824 0.00 0.03 0.04 0.441
H -2.835476 -3.169131 2.611218 -0.05 0.03 0.01 0.351
H -4.434477 -2.884201 3.317492 0.04 0.03 -0.03 0.494
H -3.410844 -1.514487 2.884699 -0.01 -0.08 -0.03 0.253
H -4.098862 -4.681220 0.910532 -0.05 0.05 0.00 0.404
H -5.411906 -3.979894 -0.060971 0.02 0.00 0.06 0.433
H -5.612170 -4.195192 1.674535 0.01 0.00 -0.02 0.445
H -5.198322 -0.516528 1.389047 -0.02 -0.07 -0.01 0.292
H -6.280533 -1.823524 1.891402 0.06 0.02 -0.05 0.439
H -5.999413 -1.517963 0.169258 0.02 0.01 0.06 0.367
H 0.391819 4.317847 2.707430 -0.02 -0.02 -0.02 0.348
H -0.909694 5.851737 -0.585107 0.06 0.01 -0.01 0.364
H 0.105578 5.090593 -1.822572 -0.01 0.04 0.07 0.270
H 0.522674 6.687780 -1.193464 -0.02 -0.05 0.01 0.486
H 0.113833 6.331842 1.767628 0.05 0.00 -0.02 0.427
H 1.463904 7.060629 0.897938 -0.01 -0.04 0.02 0.447
H 1.784186 5.816954 2.099497 -0.05 0.00 -0.03 0.393
H 2.383028 4.165499 -1.207528 0.02 0.02 0.03 0.237
H 3.022144 4.363526 0.440373 -0.02 0.03 -0.03 0.276
H 2.871674 5.762973 -0.631601 -0.04 -0.06 0.02 0.527
C 4.524673 -1.697455 1.948358 -0.01 0.06 -0.03 -1.523
C 3.386448 -1.019994 1.191098 0.02 0.05 0.02 0.123
C 3.856609 0.206749 0.410377 0.01 0.01 0.05 -0.829
C 2.733968 0.950767 -0.335087 -0.03 0.03 -0.02 0.258
Ge 1.949533 -0.133558 -1.741397 0.11 -0.15 0.03 0.882
C 2.840849 -0.072256 -3.470378 0.02 -0.16 0.07 -0.774
C 4.319487 -0.520253 -3.443120 -0.03 0.00 -0.01 -0.667
C 4.536943 -2.031740 -3.461498 -0.10 0.01 0.05 -0.541
C 4.029338 -2.749934 -2.212299 0.06 0.09 -0.02 -0.396
H 4.174360 -2.575800 2.492473 0.01 0.05 -0.03 0.402
H 4.973975 -1.011685 2.671025 -0.01 -0.04 -0.04 0.363
H 5.312843 -2.020511 1.262305 -0.04 0.01 0.04 0.306
H 2.602310 -0.713858 1.891981 -0.01 -0.01 -0.02 0.138
H 2.924312 -1.744241 0.513677 -0.02 -0.02 0.00 0.263
H 4.656659 -0.082053 -0.279166 -0.02 0.02 0.02 0.215
H 4.306675 0.917517 1.109956 0.04 -0.02 -0.02 0.501
H 3.096088 1.869974 -0.799585 0.01 -0.01 0.07 0.376
H 1.942947 1.224757 0.366977 0.08 -0.02 0.02 -0.403
H 1.279691 -1.408101 -1.244517 -0.08 0.00 -0.06 -0.177
H 2.779944 0.978015 -3.762739 0.03 0.02 -0.06 0.591
H 2.258744 -0.651485 -4.190085 0.05 -0.01 -0.02 0.457
H 4.831736 -0.094159 -2.574206 -0.01 0.04 -0.02 0.222
H 4.801371 -0.080057 -4.317845 0.01 -0.02 -0.02 0.410
H 5.607199 -2.216388 -3.571276 0.00 0.00 0.00 0.358
H 4.057320 -2.453237 -4.349781 0.02 0.00 0.01 0.306
H 4.411043 -2.270867 -1.301681 -0.03 -0.05 -0.07 0.013
H 4.356278 -3.790181 -2.192080 -0.01 0.04 0.00 0.481
H 2.937298 -2.767888 -2.167039 -0.01 0.00 0.01 -0.055
```
Forces are in eV/Å.

Output
- DFT total energy (eV) = -104075.7663
- highest occupied orbital energy (spin up / spin down) (eV) = -10.469 / -10.417
- charge = +1
- energy relative to the best compared isomer or geometry (same formula, charge and spin) (kcal per mole) = 27.27
- largest force on an atom (eV/A) = 0.29

---

Question: Which value of DFT total energy does entry 1 give?
Answer: -162659.3614 eV